Formula: C6H6O
Source: OMol25
Level of theory: the ωB97M-V functional and the def2-TZVPD basis

Each atom is followed by the atoms it is bonded to, with distances in Å.
Atoms and positions in Å:
1 C 2.049 -0.953 0.572  C2 1.341, H8 1.094, H13 1.201
2 C 1.995 0.272 0.030  C1 1.341, C3 1.450
3 C 0.564 0.364 -0.184  C2 1.450, C4 1.348, C7 1.461
4 C -0.377 1.247 0.209  C3 1.348, C5 1.476, H9 1.079
5 C -1.731 0.724 -0.065  C4 1.476, O6 1.447, H10 1.095, H11 1.091
6 O -1.517 -0.572 -0.672  C5 1.447, C7 1.312
7 C -0.218 -0.754 -0.707  C3 1.461, O6 1.312, H12 1.088
8 H 2.878 -1.499 1.033  C1 1.094
9 H -0.183 2.223 0.625  C4 1.079
10 H -2.365 0.669 0.826  C5 1.095
11 H -2.230 1.288 -0.855  C5 1.091
12 H 0.152 -1.506 -1.401  C7 1.088
13 H 0.982 -1.503 0.588  C1 1.201

Output
total charge	0
HOMO energy (spin up / spin down)	-7.4 / -7.4	eV
energy above the lowest of the compared OMol25 structures with the same formula, charge and spin	571.4	kJ/mol

Here are the Mulliken charges for atoms 1 to 2, given in e: -0.495, -0.542


Formula: C10H13O3
Source: OMol25
Level of theory: the ωB97M-V functional and the def2-TZVPD basis

Each atom is followed by the atoms it is bonded to, with distances in Å.
Atoms and positions in Å:
1 C 0.681 3.025 0.662  C2 1.500, C3 1.542, H6 1.141, H7 1.103
2 C -0.455 3.405 -0.240  C1 1.500, H8 1.064, H9 1.193, H10 1.095
3 C 1.528 1.947 -0.045  C1 1.542, O4 1.254, O5 1.287
4 O 1.810 1.987 -1.266  C3 1.254
5 O 2.034 0.927 0.555  C3 1.287, H22 1.114
6 H 1.405 3.889 0.840  C1 1.141
7 H 0.472 2.582 1.650  C1 1.103
8 H 0.078 3.819 -1.063  C2 1.064
9 H -1.041 4.414 0.007  C2 1.193
10 H -1.178 2.592 -0.373  C2 1.095
11 C -2.023 -2.512 -2.194  C15 1.507, H23 1.025, H24 1.040, H26 1.096
12 C -1.271 -1.652 1.409  C13 1.412, C14 1.379, H19 1.111
13 C -0.071 -0.946 1.174  C12 1.412, C16 1.390, O18 1.264
14 C -1.987 -2.243 0.389  C12 1.379, C15 1.396, H20 1.082
15 C -1.446 -2.047 -0.882  C11 1.507, C14 1.396, C17 1.405
16 C 0.471 -1.022 -0.104  C13 1.390, C17 1.357, H21 1.066
17 C -0.163 -1.557 -1.178  C15 1.405, C16 1.357, H25 1.119
18 O 0.728 -0.536 2.063  C13 1.264
19 H -1.729 -1.749 2.417  C12 1.111
20 H -2.859 -2.855 0.577  C14 1.082
21 H 1.379 -0.565 -0.427  C16 1.066
22 H 1.540 0.376 1.388  O5 1.114
23 H -1.630 -3.451 -2.313  C11 1.025
24 H -1.895 -1.922 -3.041  C11 1.040
25 H 0.343 -1.640 -2.173  C17 1.119
26 H -3.045 -2.906 -2.250  C11 1.096

Output
total charge	-1
HOMO energy	-3.2	eV
energy above the lowest of the compared OMol25 structures with the same formula, charge and spin	272.0	kJ/mol

Here are the Mulliken charges for atoms 1 to 2, given in e: -0.227, -1.022


Formula: C44H49F12NO8
Source: OMol25
Level of theory: the ωB97M-V functional and the def2-TZVPD basis

Each atom is followed by the atoms it is bonded to, with distances in Å.
Atoms and positions in Å:
1 C -14.313 -13.173 17.506  C2 1.524, H10 1.090, H11 1.090, H12 1.090
2 C -15.300 -12.014 17.589  C1 1.524, O3 1.463, H13 1.090, H14 1.090
3 O -16.207 -12.105 16.446  C2 1.463, C4 1.356
4 C -16.964 -11.041 16.079  O3 1.356, O5 1.231, C6 1.520
5 O -16.805 -9.922 16.566  C4 1.231
6 C -17.932 -11.386 14.960  C4 1.520, F7 1.274, F8 1.312, F9 1.360
7 F -18.148 -12.640 15.000  C6 1.274
8 F -19.082 -10.753 14.954  C6 1.312
9 F -17.223 -11.140 13.825  C6 1.360
10 H -13.730 -13.185 16.586  C1 1.090
11 H -14.742 -14.173 17.569  C1 1.090
12 H -13.743 -13.177 18.435  C1 1.090
13 H -14.836 -11.075 17.892  C2 1.090
14 H -15.884 -12.128 18.502  C2 1.090
15 C -24.891 -17.307 16.494  C16 1.567, H24 1.090, H25 1.090, H26 1.090
16 C -24.701 -16.816 15.018  C15 1.567, O17 1.419, H27 1.090, H28 1.090
17 O -25.594 -15.727 14.847  C16 1.419, C18 1.376
18 C -26.295 -15.656 13.664  O17 1.376, O19 1.197, C20 1.570
19 O -26.333 -16.535 12.852  C18 1.197
20 C -27.117 -14.331 13.486  C18 1.570, F21 1.349, F22 1.337, F23 1.314
21 F -27.039 -13.454 14.508  C20 1.349
22 F -26.868 -13.728 12.319  C20 1.337
23 F -28.369 -14.727 13.458  C20 1.314
24 H -24.323 -18.218 16.680  C15 1.090
25 H -25.944 -17.430 16.748  C15 1.090
26 H -24.479 -16.477 17.069  C15 1.090
27 H -24.936 -17.663 14.373  C16 1.090
28 H -23.690 -16.529 14.730  C16 1.090
29 C -15.300 -26.177 17.244  C30 1.507, H38 1.090, H39 1.090, H40 1.090
30 C -14.117 -25.354 16.800  C29 1.507, O31 1.451, H41 1.090, H42 1.090
31 O -13.417 -24.686 17.882  C30 1.451, C32 1.403
32 C -13.935 -23.504 18.435  O31 1.403, O33 1.195, C34 1.506
33 O -14.752 -22.747 18.004  C32 1.195
34 C -13.234 -23.205 19.734  C32 1.506, F35 1.347, F36 1.394, F37 1.330
35 F -12.514 -22.073 19.614  C34 1.347
36 F -14.176 -23.000 20.741  C34 1.394
37 F -12.394 -24.156 20.134  C34 1.330
38 H -15.462 -27.009 16.559  C29 1.090
39 H -16.147 -25.494 17.197  C29 1.090
40 H -15.145 -26.564 18.251  C29 1.090
41 H -14.372 -24.734 15.941  C30 1.090
42 H -13.415 -26.082 16.394  C30 1.090
43 C -8.761 -6.328 27.626  C44 1.556, H52 1.090, H53 1.090, H54 1.090
44 C -10.287 -6.517 27.388  C43 1.556, O45 1.391, H55 1.090, H56 1.090
45 O -10.638 -7.719 26.784  C44 1.391, C46 1.334
46 C -10.477 -8.947 27.277  O45 1.334, O47 1.208, C48 1.531
47 O -9.884 -9.222 28.293  C46 1.208
48 C -11.276 -9.998 26.501  C46 1.531, F49 1.331, F50 1.355, F51 1.358
49 F -11.295 -9.737 25.196  C48 1.331
50 F -10.679 -11.197 26.705  C48 1.355
51 F -12.566 -10.119 26.907  C48 1.358
52 H -8.643 -5.611 28.439  C43 1.090
53 H -8.365 -5.944 26.686  C43 1.090
54 H -8.235 -7.275 27.747  C43 1.090
55 H -10.699 -5.614 26.939  C44 1.090
56 H -10.745 -6.445 28.375  C44 1.090
57 C -18.727 -15.096 22.199  C58 1.409, C61 1.400, H62 1.080
58 C -19.256 -13.927 22.780  C57 1.409, C59 1.408, H63 1.080
59 C -18.854 -14.023 24.125  C58 1.408, N60 1.352, H64 1.080
60 N -18.064 -15.110 24.277  C59 1.352, C61 1.329, H65 1.010
61 C -18.024 -15.831 23.162  C57 1.400, N60 1.329, H66 1.080
62 H -18.918 -15.527 21.228  C57 1.080
63 H -19.862 -13.140 22.354  C58 1.080
64 H -18.972 -13.365 24.973  C59 1.080
65 H -17.540 -15.244 25.130  N60 1.010
66 H -17.571 -16.804 23.042  C61 1.080
67 C -19.641 -5.510 21.925  C68 1.382, C72 1.397, H73 1.080
68 C -20.995 -5.621 22.182  C67 1.382, C69 1.390, H74 1.080
69 C -21.395 -6.179 23.391  C68 1.390, C70 1.391, H75 1.080
70 C -20.411 -6.593 24.283  C69 1.391, C71 1.366, H76 1.080
71 C -19.079 -6.548 23.982  C70 1.366, C72 1.374, H77 1.080
72 C -18.661 -5.941 22.822  C67 1.397, C71 1.374, H78 1.080
73 H -19.259 -5.067 21.017  C67 1.080
74 H -21.749 -5.392 21.444  C68 1.080
75 H -22.422 -6.236 23.722  C69 1.080
76 H -20.750 -6.814 25.284  C70 1.080
77 H -18.412 -6.883 24.762  C71 1.080
78 H -17.628 -5.819 22.531  C72 1.080
79 C -26.015 -11.363 24.140  C80 1.380, C84 1.347, H85 1.080
80 C -26.223 -10.672 22.963  C79 1.380, C81 1.439, H86 1.080
81 C -27.224 -9.641 23.022  C80 1.439, C82 1.398, H87 1.080
82 C -27.961 -9.418 24.189  C81 1.398, C83 1.367, H88 1.080
83 C -27.666 -10.150 25.305  C82 1.367, C84 1.372, H89 1.080
84 C -26.741 -11.162 25.257  C79 1.347, C83 1.372, H90 1.080
85 H -25.260 -12.135 24.139  C79 1.080
86 H -25.644 -10.848 22.068  C80 1.080
87 H -27.479 -9.057 22.150  C81 1.080
88 H -28.698 -8.640 24.052  C82 1.080
89 H -28.111 -9.885 26.252  C83 1.080
90 H -26.547 -11.627 26.212  C84 1.080
91 C -16.016 -13.975 34.617  C92 1.354, C96 1.420, H97 1.080
92 C -16.503 -13.395 33.494  C91 1.354, C93 1.403, H98 1.080
93 C -15.977 -12.149 33.119  C92 1.403, C94 1.360, H99 1.080
94 C -15.120 -11.487 33.941  C93 1.360, C95 1.394, H100 1.080
95 C -14.516 -12.113 35.030  C94 1.394, C96 1.352, H101 1.080
96 C -14.918 -13.377 35.289  C91 1.420, C95 1.352, H102 1.080
97 H -16.356 -14.974 34.845  C91 1.080
98 H -17.236 -13.824 32.826  C92 1.080
99 H -16.344 -11.648 32.235  C93 1.080
100 H -14.802 -10.471 33.759  C94 1.080
101 H -13.758 -11.547 35.550  C95 1.080
102 H -14.372 -13.913 36.052  C96 1.080
103 C -17.923 -24.788 30.960  C104 1.444, C108 1.368, H109 1.080
104 C -16.878 -24.965 29.979  C103 1.444, C105 1.376, H110 1.080
105 C -16.621 -23.933 29.106  C104 1.376, C106 1.387, H111 1.080
106 C -17.434 -22.810 29.113  C105 1.387, C107 1.359, H112 1.080
107 C -18.481 -22.680 29.970  C106 1.359, C108 1.383, H113 1.080
108 C -18.696 -23.661 30.921  C103 1.368, C107 1.383, H114 1.080
109 H -18.115 -25.636 31.600  C103 1.080
110 H -16.227 -25.803 30.180  C104 1.080
111 H -15.790 -24.160 28.454  C105 1.080
112 H -17.216 -22.031 28.397  C106 1.080
113 H -19.136 -21.822 29.992  C107 1.080
114 H -19.436 -23.516 31.694  C108 1.080

Output
SMILES	CCOC(=O)C(F)(F)F.CCOC(=O)C(F)(F)F.CCOC(=O)C(F)(F)F.CCOC(=O)C(F)(F)F.c1cc[nH]c1.c1ccccc1.c1ccccc1.c1ccccc1.c1ccccc1
total charge	0
HOMO energy	-8.2	eV
energy above the lowest of the compared OMol25 structures with the same formula, charge and spin	0.0	kJ/mol

Here are the Mulliken charges for atoms 1 to 2, given in e: -1.115, -0.284


no.,strongest force on any atom (eV/A),calculated total energy (a.u.)
1,1.54,-307.24579
2,3.76,-614.55769
3,4.58,-3560.99553